(1)
This record from the OMol25 dataset describes a structure of composition C3HFO2Tl at a distorted geometry. The level of theory is the ωB97M-V functional and the def2-TZVPD basis.

Last column: natural (NBO) charge in e.
Atoms and positions in Å:
C -0.7111 0.5702 -0.2138  0.65
C -0.6964 -0.7883 -0.2450  -0.16
O 0.5096 -1.3506 0.2154  -0.50
C 1.4366 -0.5717 0.7040  0.10
O 0.2966 1.2292 0.1968  -0.77
F -1.9272 1.1561 -0.0180  -0.34
H -1.5463 -1.4591 -0.2053  0.22
Tl 2.6382 1.2142 -0.4340  0.80

Properties
Orbital gap (spin up / spin down): 0.2369 / 0.2841 hartree
Spin multiplicity: 2
M: 292.4 g/mol
E_tot: -537.5598 Ha

---

(2)
This record from the OMol25 dataset describes a structure of composition C3HFO3Pb at a distorted geometry. The level of theory is the ωB97M-V functional and the def2-TZVPD basis.

Last column: Löwdin charge in e.
Atoms and positions in Å:
O 0.9131 -1.3354 -1.4037  0.10
C 0.0210 -0.5313 -1.9950  -0.58
C 1.0013 -0.9466 -0.0687  -0.14
O -0.3686 -0.6419 -3.1288  0.14
O -0.4566 0.3244 -1.0854  0.03
C 0.2215 0.1421 0.1470  -0.37
H 1.8755 -1.3050 0.4682  0.12
Pb -0.7039 0.4734 2.1507  1.31
F 0.0832 2.2604 2.3400  -0.62

Properties
Orbital gap: 0.2853 hartree
M: 311.2 g/mol
E_tot: -633.3143 Ha

---

(3)
This record from the OMol25 dataset describes the ion C3HINOS2 with charge -1 at a distorted geometry. The level of theory is the ωB97M-V functional and the def2-TZVPD basis.

Last column: natural (NBO) charge in e.
Atoms and positions in Å:
S -3.7719 -0.1777 0.1485  -0.12
C -2.3167 0.2416 0.4197  0.16
N -1.2712 0.8126 0.4242  -0.12
O -0.0049 0.9466 0.8271  -0.34
C 1.0433 0.0040 0.4558  0.06
S 1.7590 -0.6160 1.8520  -0.38
C 1.3842 -0.0665 -0.8554  -0.58
I 2.6542 -1.4896 -1.6817  0.10
H 0.5239 0.3451 -1.5901  0.22

Properties
Orbital gap: 0.2383 hartree
SMILES: S=C=NO/C([S-])=C/I
M: 258.1 g/mol
E_tot: -1338.9136 Ha
Net charge: -1

---

(4)
This record from the OMol25 dataset describes a structure of composition C3HLiMgO4 at a distorted geometry. The level of theory is the ωB97M-V functional and the def2-TZVPD basis.

Last column: natural (NBO) charge in e.
Atoms and positions in Å:
O -0.6903 -0.4196 1.9383  -0.92
C 0.4412 0.2675 1.7242  0.98
O 0.6696 0.5392 0.4593  -0.41
O 0.4191 1.1835 2.5592  -0.52
Mg -1.4440 -1.5180 0.3562  1.79
C 0.0446 -0.2685 -0.5041  -0.58
C 0.4024 -0.2199 -1.7489  0.68
O 0.6343 -0.2969 -2.9076  -0.62
Li 0.4594 0.3506 -4.6757  0.99
H -0.9363 0.3821 2.7992  0.61

Properties
Orbital gap: 0.2576 hartree
M: 132.3 g/mol
E_tot: -622.7943 Ha
Net charge: +2

---

(5)
This record from the OMol25 dataset describes a structure of composition C3HLiO4Ru at a distorted geometry. The level of theory is the ωB97M-V functional and the def2-TZVPD basis.

Last column: natural (NBO) charge in e.
Atoms and positions in Å:
O 0.0547 -2.0174 -0.5635  -0.80
C -1.0094 -1.5096 0.1101  0.94
O -0.9108 -0.2168 0.3279  -0.33
O -2.0500 -2.0311 -0.2354  -0.32
Ru 1.7545 -0.8625 -0.6602  1.65
C 0.3418 0.3998 0.1865  -0.16
C 0.5292 1.6246 0.5685  0.78
O 0.8542 2.7194 0.8817  -0.39
Li 0.9225 4.5827 0.5646  1.00
H -0.4867 -2.6890 -1.1800  0.64

Properties
Orbital gap (spin up / spin down): 0.3326 / 0.2642 hartree
Spin multiplicity: 6
M: 209.0 g/mol
E_tot: -516.8427 Ha
Net charge: +3

---

(6)
This record from the OMol25 dataset describes the molecule C3HN. The level of theory is the ωB97M-V functional and the def2-TZVPD basis.

Last column: natural (NBO) charge in e.
Atoms and positions in Å:
C -0.0076 -0.0135 -1.1343  -0.51
C -1.2855 0.0234 -1.0312  0.16
C 0.5300 -0.0043 0.0664  0.56
N 0.9731 0.0033 1.1873  -0.63
H 0.2738 0.0227 1.9223  0.42

Properties
Orbital gap: 0.4103 hartree
M: 51.0 g/mol
E_tot: -169.4905 Ha

---

(7)
This record from the OMol25 dataset describes a cluster of 2 separate species, C3HN2O4S in total at a distorted geometry. The level of theory is the ωB97M-V functional and the def2-TZVPD basis.

Last column: natural (NBO) charge in e.
Atoms and positions in Å:
C -1.4369 -1.6776 -0.4330  0.25
C -2.7173 1.0825 -0.5648  0.37
C -0.4894 -0.8692 0.1383  0.13
N -2.3553 -2.2781 -0.8020  -0.42
N -0.5837 -0.3098 1.3489  0.42
O -1.5771 -0.6534 2.0786  -0.58
O -1.9482 1.7949 -1.0311  -0.50
O 0.3156 0.4592 1.7751  -0.58
O 0.5084 -0.5034 -0.6642  -0.70
S -3.7065 0.1548 0.0770  0.11
H 1.0975 0.1076 -0.1653  0.50

Properties
Orbital gap: 0.2497 hartree
M: 161.1 g/mol
E_tot: -923.5391 Ha
Net charge: -1

---

(8)
This record from the OMol25 dataset describes the molecule C3HN3O at a distorted geometry. The level of theory is the ωB97M-V functional and the def2-TZVPD basis.

Last column: natural (NBO) charge in e.
Atoms and positions in Å:
C -0.5690 1.7328 -3.3284  0.18
C 0.2807 1.2681 -1.2270  0.11
C 0.4115 2.1279 -2.3131  0.37
N -1.3328 1.4084 -4.1166  -0.23
N 0.0164 0.3992 -0.4849  0.09
N -0.4050 -0.5187 0.1588  -0.44
O 1.1717 3.0612 -2.4510  -0.46
H 0.0397 -0.7160 1.0505  0.37

Properties
Orbital gap (spin up / spin down): 0.3223 / 0.3222 hartree
M: 95.1 g/mol
E_tot: -354.2896 Ha

---

(9)
This record from the OMol25 dataset describes the molecule C3HN3O at a distorted geometry. The level of theory is the ωB97M-V functional and the def2-TZVPD basis.

Last column: natural (NBO) charge in e.
Atoms and positions in Å:
N 1.9550 -1.0464 -1.8072  -0.22
C 1.4536 -0.4211 -0.9916  0.21
C 0.5882 0.1742 -0.0895  0.02
C -1.0990 -0.2840 0.0210  0.01
N -1.4671 0.3977 1.0080  -0.08
O -0.4785 1.2006 1.4449  -0.14
N 0.7155 1.0250 0.8549  -0.03
H -1.6677 -1.0461 -0.4405  0.24

Properties
Orbital gap: 0.4076 hartree
SMILES: N#Cc1cnon1
M: 95.1 g/mol
E_tot: -354.2841 Ha

---

(10)
This record from the OMol25 dataset describes the molecule C3HN3O at a distorted geometry. The level of theory is the ωB97M-V functional and the def2-TZVPD basis.

Last column: natural (NBO) charge in e.
Atoms and positions in Å:
N 2.6224 -0.3199 -0.3227  -0.27
C 1.5222 -0.3050 0.0369  0.24
C 0.1064 -0.1724 0.0689  -0.28
C -0.6022 1.0927 -0.0155  0.40
O -1.8081 1.1552 0.0207  -0.53
N -1.2983 -2.1493 0.1863  0.15
N -0.6022 -1.2749 0.1278  0.14
H 0.0599 1.9736 -0.1025  0.15

Properties
Orbital gap: 0.3458 hartree
M: 95.1 g/mol
E_tot: -354.3522 Ha

---

(11)
This record from the OMol25 dataset describes a cluster of 2 separate species, C3HN3O2 in total at a distorted geometry. The level of theory is the ωB97M-V functional and the def2-TZVPD basis.

Last column: natural (NBO) charge in e.
Atoms and positions in Å:
N 0.7345 2.2674 -0.7445  -0.20
C -0.1162 1.5317 -0.5120  0.17
C -1.0585 0.6599 -0.0566  0.08
N -1.8919 0.0640 0.4961  0.28
O -2.6142 -0.6651 1.1138  -0.33
N 1.7222 -0.9708 0.4924  -0.74
C 1.1021 -0.9734 -0.5358  0.85
O 0.7024 -1.0725 -1.6448  -0.52
H 1.4196 -0.8411 1.3914  0.41

Properties
Orbital gap: 0.3909 hartree
SMILES: N#CC#[N+][O-].N=C=O
M: 111.1 g/mol
E_tot: -429.5433 Ha

---

(12)
This record from the OMol25 dataset describes a cluster of 2 separate species, C3HN3O2 in total at a distorted geometry. The level of theory is the ωB97M-V functional and the def2-TZVPD basis.

Last column: natural (NBO) charge in e.
Atoms and positions in Å:
C -3.9351 0.1166 0.0598  0.86
C 2.7494 0.7524 -0.0310  0.87
C 5.2909 -1.6352 0.4027  0.28
N 4.4154 -0.8989 0.2481  -0.33
N -5.0208 0.1225 -0.5182  -0.80
N 3.3508 -0.2168 0.2285  -0.35
O -2.8209 0.3157 0.3118  -0.50
O 1.9935 1.5887 -0.3008  -0.47
H -6.0232 -0.1451 -0.4011  0.44

Properties
Orbital gap: 0.4220 hartree
M: 111.1 g/mol
E_tot: -429.5549 Ha